1.
Formula: C38H54IrN10O2S
Source: OMol25
Level of theory: ωB97M-V with the def2-TZVPD basis set

Properties
Gap between HOMO and LUMO (alpha / beta), eV: 6.0 / 6.5
<S²>: 6.015

Geometry as ORCA input:
```
! wB97M-V def2-TZVPD RIJCOSX def2/J DEFGRID3
* xyz 3 5
Ir -0.226 2.474 -0.386
S -0.682 3.261 1.797
O -6.647 -2.260 3.992
O 0.507 0.585 0.130
N 3.606 -1.332 -1.690
N -8.767 -2.553 4.962
N -0.835 4.188 -0.949
N -1.423 5.001 0.000
N -2.830 6.323 1.003
N 0.040 1.171 -1.936
N 1.951 3.004 -0.813
N 3.083 -0.459 -0.795
N -2.423 5.374 1.860
N -7.525 -4.371 4.089
C -9.850 -3.499 5.407
C 3.308 -0.619 0.682
C 1.067 -3.487 -3.636
C -2.287 6.067 -0.154
C 3.565 -0.837 -2.905
C -1.387 -3.209 -4.192
C 2.803 -1.337 2.828
C 0.453 -1.241 -1.511
C 4.287 -2.546 -1.305
C 3.778 4.559 -0.831
C -6.367 -4.816 3.368
C -0.366 -3.116 -3.126
C -0.686 -3.911 -1.915
C 2.829 0.359 -2.843
C 7.000 2.648 -0.405
C 6.636 5.091 -0.593
C -8.850 -1.164 5.426
C -9.376 -4.959 5.538
C 2.422 4.247 -0.647
C 6.228 3.732 -1.146
C -0.185 -1.548 -2.699
C 6.600 3.532 -2.653
C 4.670 -0.447 1.029
C -1.510 4.619 1.300
C 4.286 -1.465 -4.096
C 2.337 -1.143 1.569
C -0.597 -0.447 -3.524
C -7.687 -2.995 4.257
C 2.636 0.597 -1.508
C 4.161 2.313 -1.243
C 4.098 -1.014 3.242
C 0.381 0.113 -1.076
C 2.798 2.002 -1.002
C 4.697 3.575 -1.010
C -0.453 0.841 -3.178
C 5.039 -0.699 2.283
C -8.623 -5.359 4.383
C -2.485 6.802 -1.396
H -1.728 -3.641 -1.861
H -10.250 -3.189 6.342
H 3.792 -2.269 -4.572
H 5.296 -2.578 -1.627
H 2.666 1.063 -3.635
H 6.418 5.894 -1.272
H 6.114 -0.649 2.582
H -10.225 -5.564 5.933
H -9.558 -0.776 4.660
H -1.563 7.301 -1.767
H -1.015 4.527 -1.882
H -5.767 -4.020 2.887
H 6.457 2.469 -2.981
H -6.938 -1.343 4.021
H 6.856 2.685 0.646
H 6.671 1.682 -0.795
H 1.390 -1.306 1.267
H 0.869 -1.965 -0.920
H 4.253 5.573 -0.720
H -5.831 -5.559 3.840
H -3.218 7.579 -1.206
H 1.722 4.983 -0.311
H -0.693 -5.058 -2.033
H 1.758 -3.282 -2.706
H -2.923 6.193 -2.240
H -7.898 -0.692 5.398
H -1.511 -4.214 -4.630
H -6.671 -5.383 2.503
H 5.412 -0.184 0.260
H 8.077 2.828 -0.524
H -2.402 -2.845 -3.864
H 7.700 5.079 -0.431
H -8.691 -5.034 6.376
H -1.203 -2.484 -4.982
H 6.049 5.325 0.341
H -1.220 -0.618 -4.413
H -8.040 -6.208 4.650
H 1.041 -4.432 -4.122
H 7.632 3.765 -2.754
H 4.522 -0.724 -4.828
H 4.283 -2.651 -0.185
H 4.420 -1.231 4.246
H 2.113 -1.773 3.612
H -0.131 -3.522 -1.059
H 4.920 1.467 -1.309
H -10.512 -3.546 4.484
H 5.196 -1.908 -3.755
H -9.447 -1.189 6.366
H -9.178 -5.517 3.435
H 3.787 -3.294 -1.806
H -2.773 5.341 2.807
H 6.136 4.309 -3.303
H 1.380 -2.804 -4.407
H -0.744 1.745 -3.737
*
```

***

2.
Formula: C38H54O33
Source: OMol25
Level of theory: ωB97M-V with the def2-TZVPD basis set

Properties
Structure (SMILES): C[C@H]1COC(=O)O1.C[C@H]1COC(=O)O1.C[C@H]1COC(=O)O1.C[C@H]1COC(=O)O1.C[C@H]1COC(=O)O1.O=C1OCCO1.O=C1OCCO1.O=C1OCCO1.O=C1OCCO1.O=C1OCCO1.O=C1OCCO1
Relative energy (zero: lowest compared OMol25 entry of this formula, charge and spin), kJ/mol: 141.9
Gap between HOMO and LUMO, eV: 10.5

Geometry as ORCA input:
```
! wB97M-V def2-TZVPD RIJCOSX def2/J DEFGRID3
* xyz 0 1
O 3.161 3.945 0.802
O -3.167 -2.282 3.144
O 1.963 -0.200 3.291
O -4.285 5.771 -3.154
O -0.346 -0.409 0.573
O -6.127 0.848 2.037
O 4.492 -0.462 0.119
O 2.556 -1.832 4.670
O -2.335 6.818 3.750
O -3.787 5.503 -0.965
O -4.748 3.843 -2.069
O 0.580 -7.739 -3.943
O -2.461 -3.163 1.254
O 0.162 1.707 0.578
O -1.673 -5.083 -7.422
O 3.843 2.472 2.432
O 0.173 -4.008 -6.705
O -4.621 -3.333 1.728
O 5.779 -2.240 0.591
O 2.514 4.183 2.910
O 1.145 -8.872 -2.083
O 4.052 1.663 -4.352
O 2.069 0.838 -3.768
O 2.098 -2.305 2.502
O -0.114 -7.017 -1.958
O -1.918 1.040 1.186
O -5.093 2.013 3.642
O 4.930 -2.034 -1.409
O -1.394 4.884 3.055
O -1.780 -2.977 -6.620
O 3.284 2.074 -2.305
O -2.807 4.872 4.775
O -6.437 3.073 2.172
C 6.211 -3.410 -0.077
C 1.834 5.232 2.216
C -1.155 -4.127 -6.968
C 1.084 -1.213 -1.269
C -0.844 -1.966 -6.238
C -3.756 4.406 -0.106
C -0.926 -4.796 -2.512
C 1.195 1.136 -0.216
C 4.710 2.363 -2.287
C 3.034 1.499 -3.509
C -2.241 3.582 4.789
C 3.268 3.448 2.073
C 4.893 2.651 -3.766
C 2.563 0.426 4.453
C 2.298 -0.663 5.484
C -0.834 -6.232 -2.914
C -4.639 0.672 3.732
C 2.270 -1.536 3.389
C -1.269 -2.883 2.011
C -4.731 3.417 -0.673
C -3.531 -2.970 2.034
C 5.022 -1.483 -0.211
C 5.472 -3.337 -1.431
C 0.645 -7.942 -2.614
C 1.776 1.674 4.727
C -1.395 3.533 3.479
C -0.804 0.793 0.826
C 0.025 -6.447 -4.166
C 0.961 -0.391 0.000
C -2.216 5.645 3.841
C -4.307 5.131 -2.156
C -1.216 -1.204 -4.985
C -4.351 1.941 -0.612
C 2.202 4.981 0.766
C -5.014 0.041 2.391
C -1.791 -1.951 3.084
C -6.002 2.052 2.584
C 0.404 -2.797 -6.009
H 0.731 -2.239 -1.141
H -0.563 -6.458 -5.082
H 0.777 -5.659 -4.243
H -5.137 0.071 4.499
H -4.075 4.682 0.905
H 0.049 -4.293 -2.560
H -1.203 -2.112 3.989
H -1.802 -6.717 -3.061
H -3.122 2.942 4.797
H -3.451 1.740 -1.193
H 0.757 5.225 2.343
H -5.331 -0.976 2.600
H 1.709 -0.760 0.702
H -1.456 -4.194 -3.255
H 5.912 -4.313 0.454
H -0.876 -3.856 2.306
H -1.679 2.796 2.733
H 1.274 4.701 0.264
H 5.294 1.522 -1.926
H 1.866 2.448 3.964
H 1.242 -2.273 -6.483
H -0.571 -2.429 1.312
H 2.162 -1.388 -1.336
H 5.936 2.597 -4.076
H -4.221 0.082 1.645
H 2.243 2.187 5.579
H 2.613 5.899 0.350
H 7.285 -3.458 -0.246
H -1.283 -4.614 -1.501
H 2.164 1.528 0.083
H -1.705 -0.900 2.790
H -2.115 -0.600 -5.126
H 1.075 1.377 -1.275
H 1.272 -0.736 5.847
H 0.743 1.495 5.019
H -0.402 3.223 3.810
H -1.500 3.339 5.551
H 4.811 3.317 -1.775
H 3.628 0.586 4.293
H 0.832 -2.914 -5.010
H 2.309 6.148 2.571
H 4.549 3.660 -4.000
H -2.758 3.968 0.025
H -0.439 -0.473 -4.751
H -0.634 -1.297 -7.071
H 0.659 -0.743 -2.150
H -5.775 3.614 -0.417
H 4.760 -4.136 -1.638
H -5.121 1.276 -1.000
H -3.575 0.568 3.947
H -4.182 1.661 0.424
H 3.006 -0.704 6.308
H -1.408 -1.866 -4.142
H 6.175 -3.407 -2.264
*
```

***

3.
Formula: C38H55BN14O9S6Zr
Source: OMol25
Level of theory: ωB97M-V with the def2-TZVPD basis set

Properties
Relative energy (zero: lowest compared OMol25 entry of this formula, charge and spin), kJ/mol: 55.7
Gap between HOMO and LUMO, eV: 7.2

Geometry as ORCA input:
```
! wB97M-V def2-TZVPD RIJCOSX def2/J DEFGRID3
* xyz 0 1
Zr 0.052 -0.113 -0.415
S -3.587 0.591 1.688
S -4.827 -0.373 4.280
S 2.489 -1.123 0.534
S -0.216 -1.360 2.074
S 1.783 1.557 -1.810
S 0.812 1.761 1.547
O -0.463 -0.006 -2.353
O -4.537 3.960 -4.809
O -1.675 3.640 1.366
O -3.808 3.950 1.347
O 0.200 -2.106 -0.911
O -1.319 1.318 -0.167
O -2.072 -0.134 -3.885
O -0.046 -4.284 -0.604
O -5.217 5.154 -3.152
N 1.907 4.249 -1.166
N -2.432 -2.450 3.423
N 4.340 0.700 -0.281
N 3.161 2.966 0.076
N -4.556 4.250 -3.629
N -2.754 3.596 0.828
N 4.515 -1.198 -1.341
N 2.212 1.040 3.824
N -0.522 -5.069 2.220
N -2.186 -1.402 -0.565
N -5.132 1.973 3.316
N -2.756 -5.421 2.690
N -1.851 -5.945 0.592
N 3.449 1.365 2.052
C -2.816 3.126 -0.556
C 2.921 -2.768 -2.387
C 1.867 5.998 -2.869
C -1.547 0.417 -2.939
C 4.517 -3.547 -0.593
C -5.757 2.121 4.617
C 4.322 -2.610 -1.784
C -1.733 -5.451 1.815
C -0.220 1.456 4.406
C 3.281 4.251 0.553
C -2.054 2.011 -0.990
C 1.602 1.964 5.999
C -2.894 -5.121 -1.456
C 5.373 0.819 -1.184
C -6.044 0.704 5.109
C -2.206 1.646 -2.351
C -2.989 -3.606 -1.278
C 5.487 -0.347 -1.842
C -3.645 3.831 -1.393
C 4.280 0.948 3.068
C 3.808 -0.531 -0.392
C -0.165 5.496 -1.452
C 2.176 1.385 2.508
C -3.025 2.371 -3.195
C 5.367 -2.952 -2.845
C 1.034 4.903 -2.192
C -1.561 -1.940 2.842
C 3.526 0.744 4.160
C -0.501 -3.137 -0.666
C -4.520 0.817 3.032
C 2.510 5.046 -0.204
C 1.060 -0.427 5.410
C 2.298 2.962 -0.960
C -3.724 3.464 -2.721
C 0.538 3.956 -3.277
C -1.986 -2.846 -0.390
C 1.156 1.007 4.889
C -3.072 -5.977 -0.211
B 4.037 1.852 0.705
H -3.114 2.066 -4.228
H -3.257 -7.007 -0.521
H -0.870 1.489 5.283
H -6.677 2.697 4.521
H 5.339 0.832 2.922
H 0.155 -4.826 1.507
H -2.780 -4.612 3.303
H 3.791 -3.334 0.189
H 0.867 1.945 6.803
H -0.191 2.442 3.947
H -4.208 4.675 -1.023
H 5.226 -3.995 -3.122
H 1.665 2.983 5.612
H -3.987 -3.356 -0.905
H -0.446 -4.570 3.092
H -5.918 0.610 6.184
H -3.652 -5.745 2.371
H -0.011 4.556 -4.005
H -0.646 0.762 3.685
H 3.815 0.408 5.138
H 5.940 1.729 -1.279
H 2.785 5.573 -3.276
H 4.381 -4.578 -0.925
H 2.173 -2.932 -1.616
H 2.131 6.802 -2.183
H -0.657 4.716 -0.869
H -1.023 -5.773 0.015
H 5.522 -3.440 -0.180
H 0.306 -0.477 6.198
H 6.170 -0.627 -2.618
H 1.295 6.430 -3.690
H 1.359 3.454 -3.784
H 5.102 2.364 0.961
H 2.571 1.694 6.420
H 6.385 -2.839 -2.469
H -2.906 -3.175 -2.281
H -3.931 -5.646 0.375
H -0.129 3.195 -2.881
H -7.044 0.373 4.833
H 5.241 -2.349 -3.746
H -1.943 -5.378 -1.926
H 0.131 6.294 -0.769
H 2.008 -0.782 5.816
H -2.949 -1.068 0.020
H 0.758 -1.089 4.599
H -0.878 5.905 -2.170
H -2.154 -3.075 0.664
H -5.091 2.649 5.306
H -3.682 -5.411 -2.155
H -4.884 2.780 2.753
H 2.639 -1.876 -2.949
H 3.904 4.484 1.398
H 2.910 -3.623 -3.066
H 2.336 6.102 -0.131
H -2.444 -1.241 -1.535
*
```

***

4.
Formula: C38H55Cl36O5P
Source: OMol25
Level of theory: ωB97M-V with the def2-TZVPD basis set

Properties
Gap between HOMO and LUMO, eV: 8.1

Geometry as ORCA input:
```
! wB97M-V def2-TZVPD RIJCOSX def2/J DEFGRID3
* xyz 0 1
Cl 5.553 12.593 -1.952
Cl 3.806 1.477 5.221
Cl 0.730 -4.561 -0.832
Cl -1.080 -6.463 7.178
Cl -1.346 -8.970 3.848
Cl -0.997 -3.552 -2.949
Cl -4.251 -0.392 0.423
Cl 2.810 9.692 -2.260
Cl -1.785 -4.373 -9.911
Cl -3.570 0.553 11.186
Cl -9.359 -1.054 -0.456
Cl 1.406 -6.331 1.301
Cl -1.748 -8.887 8.647
Cl 4.678 11.222 -4.368
Cl -5.433 -2.631 1.862
Cl 4.978 -1.071 4.437
Cl -7.518 -1.179 -2.710
Cl 3.261 13.594 -3.445
Cl 4.062 7.090 -2.637
Cl 0.186 -11.146 2.664
Cl 1.734 -3.852 2.795
Cl 5.646 1.353 2.967
Cl -5.749 0.161 9.294
Cl 1.446 7.629 -3.799
Cl -8.187 -3.603 -1.241
Cl -3.511 1.891 8.600
Cl 0.620 -5.191 -11.338
Cl -2.636 -2.731 1.057
Cl -1.223 -9.257 0.952
Cl -2.920 -6.339 9.432
Cl -3.363 -2.982 9.919
Cl -3.553 -1.879 7.229
Cl 1.132 -6.331 4.201
Cl 0.203 -1.704 -1.044
Cl -0.914 -2.895 -12.265
Cl -0.961 -2.662 8.303
P -0.604 0.755 2.316
O -1.556 -0.001 3.327
O 1.292 4.134 2.591
O 0.848 2.540 0.646
O -1.116 3.951 4.508
O -0.142 4.545 -0.338
C 0.422 -3.216 -1.943
C 1.970 -5.608 2.817
C -0.340 0.614 7.063
C -0.268 -1.443 -6.148
C -0.978 2.664 2.224
C -0.329 0.914 -4.958
C -1.487 -7.139 8.764
C 2.079 2.104 6.550
C -0.550 -6.669 -6.293
C 4.837 12.791 -3.560
C -7.925 -1.854 -1.124
C 0.262 0.462 -3.466
C -0.466 2.955 5.375
C 1.172 3.131 5.648
C 2.400 4.965 -0.850
C -0.999 -4.489 -11.496
C -3.959 -1.684 1.599
C -0.195 3.075 -0.291
C 2.796 6.191 0.217
C 0.970 -2.504 -6.412
C 0.830 5.041 -1.324
C 0.671 -6.418 -7.378
C 0.428 0.069 -6.174
C -1.549 2.835 0.661
C 3.018 8.323 -3.364
C -1.887 3.324 3.418
C 0.540 3.249 1.933
C -0.342 -9.465 2.475
C 0.727 1.781 -2.557
C 3.972 5.765 1.280
C 1.286 0.832 7.250
C 0.426 -3.692 -7.404
C -0.560 2.213 -1.636
C 5.239 0.677 4.554
C -4.546 1.305 9.913
C 1.455 -4.988 -7.170
C -2.695 -3.022 8.278
C -1.183 1.680 6.115
H -2.073 3.881 0.618
H 1.802 6.575 0.717
H -5.074 2.160 10.343
H 0.268 -6.412 -8.497
H 0.567 -3.335 -8.511
H 1.565 -0.001 -5.890
H -0.589 0.157 0.976
H -0.647 -6.961 9.440
H 0.588 6.201 -1.469
H -1.599 -5.146 -12.130
H 1.703 1.566 -1.930
H -7.085 -1.676 -0.448
H 1.290 -3.104 -2.597
H 3.237 7.081 -0.442
H -2.358 1.543 5.958
H 1.294 -2.917 -5.358
H 0.545 -8.827 2.449
H 1.890 -1.947 -6.899
H 1.966 0.100 7.897
H 1.744 4.057 5.164
H 6.079 0.855 5.230
H -1.470 0.643 -5.045
H 3.048 5.206 -1.823
H -2.317 2.017 0.328
H 1.206 -0.219 -3.678
H 0.972 2.625 -3.357
H -0.697 -1.704 -5.079
H -0.876 -0.281 7.597
H 0.274 0.571 -7.226
H 4.659 6.731 1.417
H -0.180 2.057 -5.183
H -2.609 2.479 3.853
H -1.090 1.197 -1.306
H 4.683 4.907 0.911
H -2.625 4.105 2.897
H -0.264 -6.173 -5.264
H -3.669 -1.227 2.548
H 5.501 13.421 -4.158
H -1.531 -6.112 -6.672
H 3.040 -5.811 2.918
H -0.595 -0.158 -2.946
H 0.761 0.600 2.838
H 3.575 5.514 2.367
H -2.832 -4.029 7.875
H 3.228 2.308 6.645
H -0.827 -7.819 -6.191
H 2.758 3.912 -0.485
H 1.457 -7.293 -7.225
H 2.304 -4.847 -7.983
H -1.401 2.813 -2.230
H 1.902 -4.964 -6.071
H -0.701 -3.967 -7.227
H 3.498 8.686 -4.277
H 0.730 4.567 -2.397
H -1.136 -1.515 -6.936
*
```

***

Number 1: E -2679.84408 Ha, strongest force on any atom 0.1089 hartree/bohr. Number 2: E -3963.42161 Ha, strongest force on any atom 0.0459 hartree/bohr. Number 3: E -5386.11651 Ha, strongest force on any atom 0.0342 hartree/bohr. Number 4: E -18764.59451 Ha, strongest force on any atom 0.1855 hartree/bohr.